This record from the OMol25 dataset describes 7 unconnected molecules or ions with the total composition C6H28N2O6 at a distorted geometry. The level of theory is ωB97M-V with the def2-TZVPD basis set.

Last column: Mulliken charge in e.
Element x y z (Å)
O 2.30825 -0.12770 -3.12592  -0.617
O 0.15562 -2.15357 3.97222  -0.672
O 0.71800 0.55373 3.43696  -0.529
O 3.75899 -0.13598 1.93412  -0.584
O -0.21526 0.19534 -4.01795  -0.827
O 0.17743 -1.77856 0.99682  0.079
N -2.18028 0.13974 -1.43957  0.070
N -0.53882 1.98950 1.33555  -0.821
C -1.95091 0.69445 -0.06717  -1.024
C -0.89409 1.82105 -0.11841  0.282
C -2.58287 -2.14116 -0.25817  -0.907
C -2.61085 -1.30044 -1.49777  -0.402
C 1.75555 1.88226 -0.82733  -1.540
C 0.36272 1.30199 -0.88258  0.495
H 2.48362 1.06641 -1.04836  0.147
H 3.11575 0.41575 1.46332  -0.098
H -2.86949 1.09095 0.40036  0.185
H -3.62181 -1.24078 -2.01542  0.338
H 2.63686 -1.03027 -3.14631  0.331
H -0.37650 -1.60495 3.37928  0.313
H 1.12838 0.94794 4.20533  0.224
H 0.44528 2.27714 1.43524  0.339
H 1.31888 0.17812 2.79699  0.220
H -0.67606 1.19795 1.93829  0.304
H 0.68164 -1.92621 0.16051  0.056
H 1.95093 2.49595 -1.71812  0.362
H -2.87359 0.71819 -1.87463  0.273
H -0.36545 1.07111 -4.39042  0.301
H 1.43674 -0.12576 -3.55316  0.288
H 0.07116 1.17919 -1.93707  -0.246
H -1.27254 2.76105 -0.46996  0.323
H -1.47145 -0.02695 0.61053  -0.099
H 0.86504 -1.46086 4.18604  0.303
H 0.52990 0.24901 -0.73498  0.094
H -2.18840 -3.11290 -0.54759  0.341
H -0.86956 0.16702 -3.29902  0.312
H 4.20700 -0.51648 1.16236  0.555
H 2.04440 2.54161 0.03089  0.443
H -1.63115 -1.90255 0.35774  -0.090
H 0.70734 -2.22561 1.68171  -0.124
H -3.36336 -2.17313 0.46150  0.357
H -2.06605 -1.75181 -2.33614  0.249

As for the lowest unoccupied orbital energy (alpha / beta): 2.796 / 2.719 eV. The value obtained for the molar mass is 224.30 g mol⁻¹. The HOMO-LUMO gap (alpha / beta) is 2.41 / 8.57 eV. The charge is -1. For the energy above the lowest of the compared OMol25 structures with the same formula, charge and spin, the calculation gives 221.4 kJ/mol. As for the expectation value of S²: 0.7508. Its spin multiplicity is 2.